1.
56
Properties=species:S:1:pos:R:3:forces:R:3 method="wB97M-V/def2-TZVPD" e_tot_ha=-2178.91848 mol_weight_g_mol=372.5 e_homo_ev=-6.476 e_lumo_ev=0.37 de_lowest_ev=0.000 fmax_ev_per_a=3.0 spin_multiplicity=1 charge=0
P -1.59904 3.02987 -3.47845 -0.713 1.858 -0.826
P 0.33531 1.28609 -5.24170 -0.003 1.115 -1.233
C -0.92613 3.77572 -5.07309 -0.393 -0.347 0.146
C -0.51775 2.71927 -6.09442 0.465 -0.142 0.101
H -0.05779 4.38941 -4.78350 -0.263 -0.174 -0.025
H -1.70045 4.44706 -5.47224 0.265 -0.080 0.026
H -1.39514 2.30474 -6.61992 0.267 0.049 0.273
H 0.14066 3.14446 -6.86557 -0.112 -0.088 0.122
C 1.89837 1.95347 -4.51413 0.295 0.015 -0.181
H 2.48196 1.09174 -4.14913 -0.256 0.261 -0.046
H 1.71754 2.62239 -3.65250 -0.117 -0.361 -0.327
H 2.53105 2.50104 -5.22740 -0.250 -0.125 0.037
C 0.76470 0.31199 -6.70102 0.389 -0.346 -0.189
H 1.37721 0.85476 -7.42878 -0.056 -0.051 0.133
H -0.17201 0.00474 -7.18628 0.252 0.035 0.154
H 1.29605 -0.58282 -6.36636 -0.050 0.003 -0.198
C -2.02325 4.67645 -2.79558 0.082 -0.042 0.471
H -2.57808 4.56441 -1.85514 0.158 0.189 -0.224
H -2.63435 5.19674 -3.54905 0.150 -0.066 0.379
H -1.09787 5.24116 -2.61251 -0.327 -0.089 0.076
C -3.32805 2.48715 -3.89173 0.161 0.177 -0.163
H -3.34126 1.66885 -4.62737 -0.067 0.198 0.269
H -3.88608 3.35254 -4.27232 0.086 -0.191 -0.097
H -3.79714 2.11364 -2.96815 0.265 0.109 -0.437
Ca -0.92654 0.44435 -3.03591 -0.507 -1.872 2.261
C 2.93664 2.86012 -0.74727 0.849 0.490 0.308
C 3.20033 4.12823 -1.09700 0.002 -0.721 -0.580
C 2.32397 5.32277 -0.84452 0.353 0.744 0.244
C 1.74208 5.47781 0.58387 -0.490 0.721 -0.305
C 0.26421 5.20026 0.74402 -0.111 -0.504 0.412
C -0.25347 4.01890 0.39489 -0.732 0.525 0.123
C 0.44080 3.02709 -0.48045 -0.165 -0.696 0.001
C 1.75168 2.42320 0.05482 -0.212 -0.517 -0.137
C -3.12054 -0.32578 -2.20773 0.532 -0.052 -0.281
H 3.64684 2.06300 -0.99425 -0.073 0.419 -0.037
H 4.09487 4.35404 -1.69450 -0.294 -0.310 0.269
H 1.53872 5.41885 -1.61895 0.238 -0.047 0.349
H 2.97267 6.20065 -0.96469 -0.160 -0.153 -0.261
H 2.29581 4.83211 1.27380 0.002 0.218 -0.045
H 1.88560 6.52474 0.89964 0.224 -0.442 -0.050
H -0.33243 5.97069 1.26353 0.289 -0.691 -0.077
H -1.25318 3.69955 0.72738 0.258 0.587 -0.294
H 0.62428 3.45307 -1.48185 -0.101 -0.101 0.351
H -0.24256 2.18522 -0.62295 -0.008 0.096 -0.062
H 1.86522 2.62346 1.13098 0.069 0.052 -0.280
H 1.66145 1.33115 -0.03200 0.042 0.261 0.074
H -3.21225 -1.29408 -2.74247 -0.107 0.094 0.349
H -4.09511 0.15316 -2.25543 -0.274 -0.010 0.021
H -2.88640 -0.52473 -1.14498 -0.151 -0.105 -0.337
C 0.20113 -2.80248 -0.96747 -0.196 0.104 0.256
C 0.21690 -1.42019 -1.56033 -0.390 1.002 -0.940
O -0.14268 -0.39084 -0.89096 0.795 -1.229 -1.001
O 0.50288 -1.35258 -2.82730 -0.214 0.237 1.278
H 1.20691 -3.06528 -0.64578 0.062 -0.063 0.061
H -0.12063 -3.51259 -1.73029 0.101 0.078 0.081
H -0.47876 -2.83341 -0.11612 0.141 -0.021 0.009


2.
26
Properties=species:S:1:pos:R:3:forces:R:3 method="wB97M-V/def2-TZVPD" e_tot_ha=-843.36705 mol_weight_g_mol=192.2 e_homo_ev="-7.737 / -8.132" e_lumo_ev="-1.08 / -0.13" de_lowest_ev=4.144 fmax_ev_per_a=6.4 spin_multiplicity=1 charge=0
C 4.06448 -0.95331 -0.08878 0.884 -1.969 -1.127
C 4.08087 0.36816 0.23285 2.254 2.773 -0.750
C 2.84797 -1.59641 -0.12489 -3.021 -1.192 0.160
C 2.93347 1.13583 0.39576 0.805 -0.121 -0.025
C 1.60935 -0.92694 0.13502 5.605 2.288 -0.367
C 1.74174 0.45065 0.31354 -1.524 0.687 1.336
C -2.60044 0.02554 1.21862 2.336 1.347 -2.310
C -2.96317 -0.36820 2.33315 -1.033 -2.504 5.825
C -2.85107 0.50137 -0.08390 -2.357 -2.508 -2.233
C -1.71570 0.37420 -1.12404 -2.602 4.534 -0.819
C -0.60149 1.43307 -0.93066 0.283 -3.049 0.112
O 0.66568 2.95880 0.92620 0.009 -0.731 0.344
P 0.29447 1.51647 0.69327 -0.676 0.639 -1.173
H 4.98235 -1.51910 -0.48311 -1.349 1.042 1.078
H 5.06258 0.92302 0.14074 -1.120 -0.733 0.412
H 2.70054 -2.66323 -0.35131 0.710 0.435 0.003
H 2.95407 2.24153 0.52274 0.007 -1.103 0.045
H 0.68380 -1.31269 0.13204 -2.969 -1.931 -0.025
H -2.35446 -0.61541 3.26356 0.022 0.657 -1.444
H -3.96963 -0.67763 2.65190 -0.342 0.266 -0.726
H -3.87231 -0.13276 -0.51245 2.547 1.677 0.955
H -3.11977 1.51818 -0.02734 -0.582 1.358 -0.015
H -1.28537 -0.52320 -1.09981 1.391 -3.880 -0.061
H -2.24957 0.55729 -2.12783 1.169 -0.423 1.254
H 0.19054 1.05806 -1.57682 0.297 0.183 -0.178
H -0.84941 2.35514 -1.31876 -0.743 2.260 -0.272